[1]
ORCA calculation (ωB97M-V/def2-TZVPD) on a cluster of 8 separate species, C64H75BBrO23P in total.

Structure (XYZ):
```
165
Properties=species:S:1:pos:R:3:mulliken_charge:R:1
C -3.0976 -1.3174 -5.6447 -1.16
C -2.0269 -2.2182 -6.2683 -0.48
C -0.6779 -1.4988 -6.3937 0.68
C 0.4138 -2.3724 -7.0184 -0.91
C 1.6349 -1.5799 -7.5330 -0.90
C 2.8589 -1.5443 -6.6059 -1.20
C 2.5260 -1.4284 -5.1060 0.78
C 3.6377 -0.8673 -4.2080 1.87
C 5.0059 -1.4069 -4.6317 -1.67
C 6.1256 -1.4104 -3.5890 0.03
C 5.8036 -2.2181 -2.3178 -1.06
Br 6.7814 0.3736 -3.1323 -0.14
O 3.7481 0.5550 -4.1980 -0.48
C 2.7243 1.3624 -3.6258 -0.35
C 2.2535 0.9681 -2.1848 1.48
C 3.5235 0.7029 -1.3459 2.61
C 3.2918 0.2577 0.0963 -1.21
O 2.7670 1.2700 0.9421 -0.67
C 1.3560 -0.2962 -2.1767 -0.63
C 0.0628 -0.2155 -1.3705 -0.43
C -0.7095 -1.5490 -1.4513 -0.02
C -1.6413 -1.7987 -0.2527 -0.57
O -3.0206 -1.5690 -0.5065 -0.46
C -3.6185 -2.5399 -1.3356 -0.44
O 1.4766 2.0037 -1.5625 -0.19
C 1.8139 3.3738 -1.7156 -0.32
C 2.9786 3.9042 -0.8264 -0.25
B 4.1200 4.5160 -1.7217 0.90
O 5.4673 4.2061 -1.5826 -0.60
O 3.7790 5.4134 -2.7265 -0.68
P 1.3732 1.7532 -4.8368 0.79
O 0.0396 1.2265 -4.5360 -0.66
O 1.9927 1.2697 -6.2321 -0.55
O 1.3473 3.3542 -4.9688 -0.56
H -2.7467 -0.9026 -4.6928 0.17
H -3.3485 -0.4795 -6.3050 0.35
H -4.0189 -1.8795 -5.4577 0.39
H -2.3563 -2.5908 -7.2457 0.36
H -1.8756 -3.0755 -5.5952 0.28
H -0.4029 -1.1698 -5.3805 -0.75
H -0.8011 -0.5818 -6.9864 0.24
H 0.7261 -3.1618 -6.3197 0.33
H -0.0339 -2.8903 -7.8779 0.48
H 1.3101 -0.5614 -7.7743 0.29
H 1.9585 -2.0373 -8.4762 0.56
H 3.5057 -0.7116 -6.9177 0.26
H 3.4390 -2.4605 -6.7733 0.55
H 2.3272 -2.4420 -4.7258 0.95
H 1.5879 -0.8784 -4.9803 -1.76
H 3.4585 -1.2587 -3.1960 -0.39
H 5.3518 -0.8529 -5.5123 0.32
H 4.8802 -2.4583 -4.9214 0.45
H 6.9905 -1.8716 -4.0699 0.55
H 6.6646 -2.8252 -2.0273 0.39
H 5.5287 -1.5810 -1.4744 0.22
H 4.9733 -2.9063 -2.5200 0.22
H 3.2316 2.3323 -3.5141 0.44
H 4.1185 -0.0747 -1.8381 -1.69
H 4.1709 1.5891 -1.3459 -1.06
H 4.2621 -0.0082 0.5320 0.54
H 2.6726 -0.6492 0.1390 0.27
H 1.8451 1.4016 0.7158 0.43
H 1.0555 -0.5293 -3.2063 -0.90
H 1.9428 -1.1616 -1.8368 0.59
H -0.5631 0.5916 -1.7606 0.29
H 0.2532 -0.0091 -0.3088 0.22
H 0.0381 -2.3585 -1.4508 0.48
H -1.2615 -1.6167 -2.3959 -0.34
H -1.5203 -2.8373 0.0958 0.44
H -1.3679 -1.1453 0.5743 0.35
H -3.6522 -2.2118 -2.3822 0.15
H -3.0748 -3.4958 -1.2985 0.38
H -4.6422 -2.7119 -0.9874 0.04
H 0.9032 3.9345 -1.4842 0.44
H 2.0096 3.6281 -2.7582 0.11
H 2.5894 4.7186 -0.1985 0.34
H 3.3670 3.1479 -0.1427 0.15
H 5.6056 3.2761 -1.4126 0.24
H 4.3312 6.1928 -2.7579 0.30
H 2.9566 1.2002 -6.1879 0.45
H 2.1365 3.6937 -5.3887 0.38
O -3.1355 -5.0681 5.7580 -0.56
C -2.4686 -4.3597 5.0332 0.24
C -1.0478 -4.0478 5.3429 -0.51
C -0.3248 -3.2699 4.5399 -0.51
C -0.9053 -2.6786 3.3107 0.34
O -0.2566 -1.9669 2.5705 -0.48
C -2.3238 -2.9860 3.0026 -0.24
C -3.0454 -3.7665 3.7996 -0.33
H -0.6405 -4.4802 6.2466 0.46
H 0.7105 -3.0308 4.7454 0.51
H -2.7301 -2.5429 2.1009 0.52
H -4.0804 -4.0023 3.5840 0.58
O -9.9348 -3.2553 -1.0538 -0.58
C -8.9235 -3.6063 -0.4816 0.36
C -8.5828 -5.0440 -0.3374 -0.42
C -7.4734 -5.4276 0.2882 -0.35
C -6.5358 -4.4335 0.8664 0.36
O -5.5276 -4.7879 1.4439 -0.58
C -6.8757 -2.9964 0.7223 -0.43
C -7.9844 -2.6116 0.0957 -0.37
H -9.2850 -5.7473 -0.7666 0.47
H -7.2009 -6.4684 0.4104 0.46
H -6.1749 -2.2916 1.1531 0.55
H -8.2569 -1.5702 -0.0230 0.51
O 6.4913 5.3817 3.9555 -0.55
C 6.8397 6.0064 2.9752 0.16
C 7.7513 7.1708 3.0928 -0.37
C 8.1292 7.8637 2.0203 -0.37
C 7.6557 7.4944 0.6638 0.24
O 7.9949 8.1222 -0.3187 -0.56
C 6.7488 6.3236 0.5453 -0.28
C 6.3704 5.6329 1.6164 -0.23
H 8.0886 7.4319 4.0860 0.34
H 8.7902 8.7187 2.0862 0.46
H 6.4353 6.0693 -0.4579 0.53
H 5.7126 4.7744 1.5544 0.54
O 0.7921 -2.8575 7.4993 -0.53
C 1.4059 -1.8220 7.6669 0.44
C 0.7644 -0.6486 8.3087 -0.41
C 1.4273 0.4934 8.4737 -0.37
C 2.8361 0.6391 8.0248 0.37
O 3.4384 1.6798 8.1753 -0.55
C 3.4786 -0.5389 7.3856 -0.41
C 2.8145 -1.6809 7.2220 -0.24
H -0.2630 -0.7796 8.6235 0.44
H 0.9823 1.3657 8.9349 0.40
H 4.5040 -0.4068 7.0654 0.42
H 3.2581 -2.5527 6.7577 0.43
O 8.6292 9.5188 5.1562 -0.52
C 8.6486 9.4592 6.3692 0.48
C 9.6361 10.2410 7.1553 -0.43
C 9.6643 10.1803 8.4841 -0.37
C 8.7065 9.3279 9.2350 0.34
O 8.7293 9.2725 10.4455 -0.54
C 7.7198 8.5461 8.4456 -0.42
C 7.6918 8.6064 7.1170 -0.22
H 10.3210 10.8541 6.5835 0.42
H 10.3741 10.7397 9.0801 0.40
H 7.0332 7.9316 9.0146 0.41
H 6.9808 8.0435 6.5240 0.46
O -6.4172 -8.8784 5.3766 -0.54
C -7.1220 -7.9430 5.0644 0.11
C -6.5711 -6.7619 4.3506 -0.05
C -7.3541 -5.7421 4.0081 -0.14
C -8.8039 -5.7386 4.3174 0.07
O -9.5133 -4.8089 3.9909 -0.56
C -9.3553 -6.9170 5.0325 -0.39
C -8.5755 -7.9381 5.3782 -0.42
H -5.5108 -6.7823 4.1318 0.48
H -6.9750 -4.8713 3.4927 0.55
H -10.4159 -6.8919 5.2482 0.42
H -8.9523 -8.8099 5.8980 0.41
O -12.7917 -1.4919 -6.0167 -0.54
C -12.3013 -0.8900 -5.0844 0.34
C -12.3398 0.5945 -5.0245 -0.39
C -11.8010 1.2587 -4.0056 -0.38
C -11.1398 0.5419 -2.8847 0.38
O -10.6470 1.1489 -1.9563 -0.55
C -11.1016 -0.9408 -2.9420 -0.29
C -11.6407 -1.6027 -3.9630 -0.39
H -12.8272 1.0920 -5.8535 0.40
H -11.8149 2.3393 -3.9399 0.41
H -10.6168 -1.4455 -2.1164 0.63
H -11.6255 -2.6835 -4.0258 0.44
```

2S+1 = 1
Calculated total energy = -194680.63345 eV
Highest occupied orbital energy = -9.66 eV
SMILES = CCCCCCC[C@@H](C[C@H](C)Br)O[C@H]([C@](CCO)(CCCCOC)OCCB(O)O)P(=O)(O)O.O=C1C=CC(=O)C=C1.O=C1C=CC(=O)C=C1.O=C1C=CC(=O)C=C1.O=C1C=CC(=O)C=C1.O=C1C=CC(=O)C=C1.O=C1C=CC(=O)C=C1.O=C1C=CC(=O)C=C1

[2]
ORCA calculation (ωB97M-V/def2-TZVPD) on a cluster of 2 separate species, C4H12NO2 in total at a distorted geometry.

Structure (XYZ):
```
19
Properties=species:S:1:pos:R:3:mulliken_charge:R:1
C 2.3949 0.1325 0.0928 -1.01
N 1.1220 -0.3707 -0.3431 -0.45
C 0.2992 0.6558 -0.9299 -0.54
C -1.0895 0.1470 -1.2744 -0.60
C -1.9654 -0.3189 -0.1139 -0.71
O -1.9871 0.5613 0.9892 -0.57
H 3.1269 0.2122 -0.7178 0.25
H 2.3155 1.1377 0.5594 0.29
H 2.7851 -0.4496 0.9297 0.37
H 0.6564 -0.7841 0.4452 0.49
H 0.2393 1.4990 -0.2215 0.34
H 0.7487 1.0280 -1.8557 0.35
H -0.9973 -0.7430 -1.9156 0.26
H -1.5779 0.8732 -1.8899 0.39
H -1.6474 -1.3057 0.2242 0.38
H -2.9968 -0.3381 -0.4966 0.31
H -1.4957 0.0693 1.7031 0.41
H 0.3354 -0.8147 2.7348 0.13
O -0.2664 -1.1912 2.0800 -1.08
```

2S+1 = 1
Net charge = -1
Calculated total energy = -9927.75784 eV
Highest occupied orbital energy = -3.58 eV
Energy above the lowest of the compared OMol25 structures with the same formula, charge and spin = 10.7 kcal/mol